1.
The following is a DFT calculation (wB97M-V/def2-TZVPD) of a structure of composition C35H24F4N5OS4Ti.

Values from the calculation:
- charge = -1
- frontier orbital gap (eV) = 4.665
- electronic energy (eV) = -123511.805
- HOMO energy (Eh) = -0.1498
- energy relative to the best compared isomer or geometry (same formula, charge and spin) (kcal per mole) = 21.4
- lowest unoccupied orbital energy (eV) = 0.59
- spin multiplicity = 1

Last column: Mulliken charge in e.
Geometry (Å):
Ti1 -0.7437 1.0155 -0.8822  0.016
S1 -3.2744 -0.7968 -0.4839  -0.299
C1 -3.2892 -1.3329 -2.1288  0.401
C2 -4.4983 -1.7544 -2.7227  -0.423
C3 -4.5713 -2.1873 -4.0303  -0.530
C4 -3.4341 -2.2308 -4.8347  -0.727
C5 -2.2285 -1.8377 -4.2887  -0.459
C6 -2.1590 -1.3965 -2.9671  0.221
S2 -0.5278 -0.9514 -2.4227  -0.387
C7 -0.1044 -2.2572 -1.2224  -1.255
C8 -0.0254 -1.8224 0.2146  0.601
C9 0.6009 -2.6559 1.1331  -1.114
C10 0.6188 -2.2887 2.4620  -0.565
C11 -0.0487 -1.1336 2.8490  -1.119
C12 -0.6567 -0.3586 1.8825  0.535
C13 -1.5262 0.8031 2.2750  -1.165
S3 -1.5876 2.2192 1.1356  -0.165
C14 -0.1175 3.1700 1.5104  0.650
C15 0.1961 3.4925 2.8214  -0.702
C16 1.3267 4.2482 3.0912  -0.689
C17 2.1156 4.6966 2.0408  -0.517
C18 1.7788 4.3982 0.7309  -0.485
C19 0.6601 3.6205 0.4393  0.284
S4 0.2354 3.2263 -1.2220  -0.403
N1 -0.5963 -0.6752 0.5801  1.108
H1 -5.3900 -1.7196 -2.1100  0.432
H2 -5.5294 -2.4938 -4.4329  0.376
H3 -3.4870 -2.5706 -5.8600  0.383
H4 -1.3228 -1.8619 -4.8821  0.430
H5 0.8415 -2.7014 -1.5283  0.688
H6 -0.8919 -3.0066 -1.3180  0.482
H7 1.0970 -3.5553 0.7911  0.888
H8 1.1376 -2.8986 3.1902  0.485
H9 -0.0909 -0.8343 3.8873  0.496
H10 -1.2965 1.1478 3.2805  0.608
H11 -2.5645 0.4582 2.2680  0.439
H12 -0.4319 3.1463 3.6334  0.384
H13 1.5951 4.4739 4.1143  0.393
H14 3.0185 5.2581 2.2410  0.356
H15 2.4144 4.7248 -0.0813  0.362
F1 5.0044 0.1547 3.4001  -0.372
C20 4.5075 -0.8867 2.7118  0.285
C21 4.6843 -2.1495 3.2369  0.037
F2 5.3729 -2.2327 4.3887  -0.361
C22 4.1488 -3.3214 2.6648  0.451
C23 3.4750 -3.0643 1.4580  0.266
C24 3.3273 -1.8035 0.9299  0.964
F3 2.7107 -1.7067 -0.2754  -0.565
C25 3.7917 -0.6463 1.5433  0.702
C26 3.4689 0.6791 1.0016  -0.395
C27 2.2437 0.8556 0.4514  0.026
N2 1.1633 0.9302 0.0026  -0.178
C28 4.2611 1.8474 1.1619  -0.113
N3 4.8584 2.8307 1.2645  -0.680
F4 2.9338 -4.0791 0.7471  -0.496
C29 4.2668 -4.6265 3.2470  0.235
C30 3.6444 -5.7666 2.6840  0.199
N4 3.1488 -6.7253 2.2663  -0.796
C31 4.9659 -4.8794 4.4522  0.031
N5 5.5170 -5.1517 5.4320  -0.751
C32 -2.7288 3.8180 -2.6446  -1.849
C33 -2.9343 2.3137 -2.7703  1.733
C34 -2.7017 1.8554 -4.2044  -1.417
C35 -4.3329 1.9448 -2.2940  -1.387
O1 -1.9835 1.6202 -1.9504  0.310
H16 -3.5251 4.3240 -3.1945  0.482
H17 -1.7679 4.1313 -3.0461  0.399
H18 -2.7789 4.1275 -1.6008  0.319
H19 -3.3560 2.4089 -4.8802  0.459
H20 -2.9153 0.7914 -4.3073  0.207
H21 -1.6665 2.0428 -4.4961  0.304
H22 -5.0645 2.4772 -2.9058  0.470
H23 -4.4704 2.2334 -1.2514  0.297
H24 -4.5117 0.8757 -2.3764  0.167

=====

2.
The following is a DFT calculation (wB97M-V/def2-TZVPD) of a structure of composition C35H25BrCuN8OS in a non-equilibrium geometry.

Values from the calculation:
- frontier orbital gap (spin up / spin down) (eV) = 6.224 / 6.216
- electronic energy (eV) = -176184.583
- HOMO energy (spin up / spin down) (Eh) = -0.2736 / -0.2729
- energy relative to the best compared isomer or geometry (same formula, charge and spin) (kcal per mole) = 35.0
- lowest unoccupied orbital energy (spin up / spin down) (eV) = -1.22 / -1.21
- spin multiplicity = 2

Last column: Mulliken spin population.
Geometry (Å):
Cu1 0.6969 0.2398 0.3666  0.674
Br1 -12.1620 -1.8534 2.4587  0.000
C1 -10.2784 -1.8675 2.1644  0.000
C2 -9.8596 -1.0821 1.1222  0.000
C3 -8.4961 -0.9408 0.8606  -0.001
C4 -7.5522 -1.6603 1.6210  0.000
C5 -7.9919 -2.4541 2.7156  0.000
C6 -9.4024 -2.5712 2.9343  0.000
N1 -6.1871 -1.3371 1.2364  -0.003
N2 -5.3269 -1.9630 1.8542  0.001
C7 -4.0324 -1.6178 1.6910  -0.004
C8 -3.1180 -2.2832 2.5591  0.003
C9 -1.7098 -2.1780 2.6414  0.005
C10 -1.1504 -1.2941 1.7762  0.018
O1 0.1189 -1.1584 1.6440  0.079
C11 -2.0155 -0.4524 0.8937  -0.015
N3 -1.3536 0.3608 0.0599  0.050
C12 -1.9541 0.8904 -0.9887  -0.004
C13 -3.3688 0.7200 -1.1812  0.004
C14 -4.0310 -0.0049 -0.2525  -0.001
C15 -3.3774 -0.6712 0.7759  0.000
H1 -10.5468 -0.4379 0.6549  0.000
H2 -8.1064 -0.4351 -0.0099  0.000
H3 -7.2611 -2.9404 3.3609  0.000
H4 -9.8315 -3.2083 3.7014  0.000
H5 -3.6577 -2.8997 3.2608  0.000
H6 -1.2284 -2.8597 3.3325  0.000
H7 -1.3389 1.3244 -1.7375  -0.001
H8 -3.8132 1.1473 -2.0152  0.001
H9 -5.1292 -0.0480 -0.3270  -0.001
N4 7.2346 0.2852 -7.4141  0.000
C16 6.7870 0.5049 -6.3769  0.000
C17 5.9309 0.6685 -5.1630  0.000
C18 4.6089 0.1672 -5.3131  0.000
C19 3.8009 0.2359 -4.2125  0.001
C20 4.2363 0.8413 -3.0160  -0.001
C21 5.4549 1.4646 -2.9091  0.001
C22 6.3922 1.2868 -3.9625  0.000
C23 3.2284 0.7217 -1.8883  -0.020
C24 2.2555 1.7229 -1.8284  0.006
C25 2.3063 3.0478 -2.3802  -0.003
C26 1.2937 3.7883 -1.7457  0.006
C27 0.7063 2.9479 -0.8306  -0.010
N5 1.2990 1.7346 -0.8707  0.100
C28 3.2718 -0.3395 -1.0312  0.024
C29 4.2016 -1.4337 -1.1151  0.002
C30 3.8020 -2.3815 -0.1843  0.005
C31 2.7303 -1.7857 0.5135  -0.004
N6 2.4185 -0.6236 -0.0268  0.088
H10 4.2486 -0.2671 -6.2559  0.000
H11 2.8014 -0.1795 -4.2295  0.000
H12 5.7920 1.8452 -2.0086  0.000
H13 7.4653 1.5927 -3.9511  0.000
H14 2.9496 3.2946 -3.2516  0.001
H15 1.0099 4.8192 -1.8167  0.001
H16 -0.0199 3.1700 -0.0366  0.000
H17 4.9705 -1.4471 -1.8098  -0.001
H18 4.3894 -3.2514 0.1539  0.000
H19 2.1264 -2.1321 1.3364  0.002
C32 2.8933 0.0644 4.1494  0.000
N7 3.4252 0.7945 2.9852  -0.001
C33 4.6588 0.6403 2.4388  0.000
C34 4.8223 1.5142 1.3978  0.000
N8 3.5199 2.0398 1.2500  -0.001
C35 2.7228 1.6918 2.2767  -0.003
S1 1.1526 2.3376 2.4721  0.003
H20 1.8651 0.3012 4.2240  0.000
H21 3.4858 0.4498 5.0621  0.000
H22 3.1042 -0.9896 3.9548  0.000
H23 5.4113 0.0734 3.0491  0.000
H24 5.5843 1.6702 0.6294  0.000
H25 3.1270 2.6501 0.5613  -0.001

=====

3.
The following is a DFT calculation (wB97M-V/def2-TZVPD) of a structure of composition C35H26BaIN2O4P in a non-equilibrium geometry.

Values from the calculation:
- frontier orbital gap (eV) = 7.286
- electronic energy (eV) = -65969.075
- HOMO energy (Eh) = -0.2802
- energy relative to the best compared isomer or geometry (same formula, charge and spin) (kcal per mole) = 39.0
- lowest unoccupied orbital energy (eV) = -0.34
- spin multiplicity = 1

Last column: Mulliken charge in e.
Geometry (Å):
Ba1 0.1438 0.4821 0.2912  1.858
N1 -2.3755 0.6951 -1.8775  -0.063
C1 -3.1612 -0.3106 -2.4982  0.323
C2 -3.9602 0.0381 -3.5875  -0.595
C3 -4.7446 -0.9074 -4.2205  -0.627
C4 -4.7598 -2.2214 -3.7647  -0.853
C5 -3.9490 -2.5706 -2.6994  0.204
C6 -3.1188 -1.6420 -2.0669  0.005
P1 -1.9212 -2.1509 -0.7565  0.644
C7 -3.0096 -3.0055 0.4537  0.363
C8 -3.4652 -2.2519 1.5354  -0.236
C9 -4.3482 -2.7990 2.4610  -0.537
C10 -4.7741 -4.1112 2.3198  -0.473
C11 -4.3103 -4.8765 1.2550  -0.807
C12 -3.4340 -4.3282 0.3286  -0.089
C13 -1.0311 -3.5445 -1.5561  0.261
C14 -0.8444 -3.6316 -2.9353  -0.521
C15 -0.0821 -4.6592 -3.4832  -0.637
C16 0.5010 -5.6122 -2.6604  -0.454
C17 0.3296 -5.5287 -1.2839  -0.691
C18 -0.4239 -4.4991 -0.7367  -0.584
H1 -2.4839 1.6065 -2.2960  0.184
H2 -2.5292 0.7646 -0.8815  -0.064
H3 -3.9738 1.0693 -3.9251  0.356
H4 -5.3618 -0.6133 -5.0616  0.378
H5 -5.3905 -2.9627 -4.2389  0.424
H6 -3.9398 -3.6007 -2.3607  0.288
H7 -3.1169 -1.2349 1.6687  0.132
H8 -4.6868 -2.1959 3.2961  0.465
H9 -5.4567 -4.5439 3.0416  0.390
H10 -4.6304 -5.9055 1.1456  0.400
H11 -3.0674 -4.9477 -0.4833  0.387
H12 -1.2980 -2.8973 -3.5902  0.390
H13 0.0503 -4.7148 -4.5575  0.402
H14 1.0840 -6.4188 -3.0887  0.382
H15 0.7838 -6.2672 -0.6337  0.403
H16 -0.5525 -4.4422 0.3399  0.550
I1 1.0627 -1.8612 2.4644  -0.058
C19 -0.0063 -0.8676 4.0099  -0.094
C20 0.3840 -1.2532 5.2590  -0.652
C21 -0.3555 -0.8186 6.3828  -0.555
C22 -1.4805 -0.0754 6.1960  -0.877
C23 -1.8832 0.3271 4.8956  0.977
C24 -3.0810 1.0699 4.7247  -0.786
C25 -3.4346 1.5312 3.4931  -1.068
C26 -2.5677 1.3199 2.3897  -0.355
C27 -1.4255 0.5459 2.4421  -0.600
C28 -1.1099 0.0025 3.7387  0.894
H17 1.2328 -1.9106 5.3948  0.386
H18 -0.0369 -1.1120 7.3751  0.379
H19 -2.0914 0.2227 7.0419  0.357
H20 -3.6993 1.2653 5.5946  0.354
H21 -4.3546 2.0935 3.3662  0.385
H22 -2.8618 1.7965 1.4480  0.284
O1 -0.0507 2.6624 -0.3964  -0.944
C29 1.0436 2.9282 0.1979  0.924
O2 1.7735 2.0456 0.7499  -0.991
C30 1.4897 4.3604 0.2366  0.137
C31 2.7527 4.6891 0.7123  -0.509
C32 3.1675 6.0139 0.7284  -0.528
C33 2.3189 7.0141 0.2772  -0.459
C34 1.0680 6.6572 -0.1867  0.013
C35 0.6333 5.3513 -0.2199  -0.292
N2 0.1565 7.7236 -0.6777  1.035
O3 -0.9482 7.3878 -1.0503  -0.605
O4 0.5403 8.8723 -0.5932  -0.617
H23 3.3973 3.8949 1.0691  0.459
H24 4.1538 6.2721 1.0933  0.395
H25 2.6104 8.0543 0.2781  0.492
H26 -0.3458 5.1023 -0.5979  0.558

=====

Q: Which of these has the highest spin multiplicity?
A: C35H25BrCuN8OS

=====

Q: Which of these has the lowest energy relative to the best compared isomer or geometry (same formula, charge and spin)?
A: C35H24F4N5OS4Ti

=====

Q: Which formula does entry 2 have?
A: C35H25BrCuN8OS